Formula: C9H29AlFNO9P3
Source: OMol25
Level of theory: ωB97M-V/def2-TZVPD

The geometry in ORCA input format:
```
! RIJCOSX wB97M-V def2-TZVPD def2/J DEFGRID3
* xyz -1 1
N -0.761 -0.100 -1.776
P -0.127 -1.657 -1.148
O 1.025 -2.168 -2.287
Al 0.951 -1.043 0.896
C 2.897 -0.564 0.456
C 3.261 0.950 0.533
C 2.233 1.893 -0.084
F 2.492 3.192 0.431
H -0.067 0.589 -1.492
H -1.577 0.069 -1.192
H 1.904 -2.197 -1.894
H 0.173 0.157 1.617
H 0.894 -2.304 1.909
H 3.518 -1.067 1.214
H 3.175 -0.933 -0.546
H 4.207 1.128 -0.010
H 3.448 1.254 1.568
H 1.193 1.647 0.149
H 2.360 1.996 -1.171
C -1.623 5.224 -7.239
O -0.599 4.301 -6.850
P -1.131 2.848 -6.175
O -1.737 3.393 -4.917
O 0.418 2.376 -5.968
C 1.360 2.520 -7.032
O -1.713 1.291 -6.121
C -1.513 0.563 -4.896
H -1.165 5.996 -7.856
H -2.401 4.726 -7.817
H -2.061 5.689 -6.356
H 1.928 3.441 -6.895
H 0.873 2.541 -8.008
H 2.048 1.677 -6.997
H -2.275 0.838 -4.171
H -0.526 0.726 -4.474
H -1.618 -0.497 -5.127
C -2.344 -4.300 4.425
O -1.358 -4.056 5.440
P -1.455 -2.569 6.224
O -1.134 -1.685 5.061
O -0.129 -2.969 7.098
C -0.047 -4.251 7.721
O -1.896 -1.397 7.341
C -0.990 -0.316 7.520
H -2.311 -5.358 4.171
H -3.343 -4.053 4.782
H -2.113 -3.715 3.535
H 0.524 -4.929 7.086
H -1.032 -4.679 7.907
H 0.476 -4.139 8.671
H -1.133 0.421 6.730
H 0.046 -0.648 7.534
H -1.222 0.147 8.480
*
```

For the orbital gap, the calculation gives 3.63 eV. Its relative energy (zero: lowest compared OMol25 entry of this formula, charge and spin) is 112.6 kcal per mole. For the electronic energy, the calculation gives -66900.9010 eV. The value obtained for the LUMO energy is 0.42 eV.

natural (NBO) charges in e: atom 1 (N): -1.14, atom 2 (P): 0.53, atom 3 (O): -1.00, atom 4 (Al): 0.82, atom 5 (C): -0.94, atom 6 (C): -0.43, atom 7 (C): 0.05, atom 8 (F): -0.40, atom 9 (H): 0.35, atom 10 (H): 0.37, atom 11 (H): 0.48, atom 12 (H): -0.39, atom 13 (H): -0.39, atom 14 (H): 0.21, atom 15 (H): 0.18, atom 16 (H): 0.17, atom 17 (H): 0.21, atom 18 (H): 0.18, atom 19 (H): 0.15, atom 20 (C): -0.26, atom 21 (O): -0.72, atom 22 (P): 2.41, atom 23 (O): -1.04, atom 24 (O): -0.81, atom 25 (C): -0.24, atom 26 (O): -0.82, atom 27 (C): -0.23, atom 28 (H): 0.19, atom 29 (H): 0.17, atom 30 (H): 0.20, atom 31 (H): 0.18, atom 32 (H): 0.17, atom 33 (H): 0.19, atom 34 (H): 0.20, atom 35 (H): 0.21, atom 36 (H): 0.19, atom 37 (C): -0.27, atom 38 (O): -0.71, atom 39 (P): 2.38, atom 40 (O): -1.00, atom 41 (O): -0.81, atom 42 (C): -0.24, atom 43 (O): -0.81, atom 44 (C): -0.23, atom 45 (H): 0.19, atom 46 (H): 0.17, atom 47 (H): 0.23, atom 48 (H): 0.19, atom 49 (H): 0.17, atom 50 (H): 0.18, atom 51 (H): 0.20, atom 52 (H): 0.19, atom 53 (H): 0.18